[1]
ORCA calculation (ωB97M-V with the def2-TZVPD basis set) on a structure of composition C12H16N3O14P2S4V in a non-equilibrium geometry.

For the HOMO energy, the calculation gives -8.47 eV. The HOMO-LUMO gap is 5.7 eV. Its spin multiplicity is 1. The calculation puts the max |F| at 4.92 eV/A. The value obtained for the total energy is -133449.8043 eV.

Atoms and positions in Å:
V  1.00457  0.20054  -2.09497
C  4.06837  1.11184  1.65143
C  3.31717  1.24794  0.34733
O  3.54347  2.46344  -0.32477
P  3.82747  0.01304  -0.88817
O  3.71387  -1.36136  -0.16447
O  5.39577  0.19054  -1.08667
O  3.16547  0.15514  -2.21677
P  1.50317  0.99994  0.63493
O  1.22447  2.29444  1.47553
O  1.16387  -0.30106  1.20863
O  1.06457  1.29664  -0.84037
H  5.13657  1.24824  1.48953
H  3.89047  0.11604  2.04633
H  3.70757  1.85194  2.36313
H  3.04247  3.15834  0.12963
H  3.56937  -2.08026  -0.82457
H  5.62237  0.84364  -1.75097
H  0.32797  2.28514  1.92203
N  -4.19923  -3.59896  3.16743
C  -3.70293  -2.38816  2.77713
C  -2.32003  -2.16126  2.78153
C  -1.80663  -0.94296  2.39863
C  -2.67833  0.06284  2.01503
C  -4.05043  -0.12126  2.02683
C  -4.56173  -1.34026  2.42003
S  -1.99333  1.57654  1.41053
O  -1.12663  2.15984  2.40993
O  -3.03143  2.42324  0.89793
N  -1.01173  1.05924  0.18283
C  -1.55733  0.65974  -0.92027
S  -3.27413  0.72564  -1.21967
C  -3.02193  0.01914  -2.78597
C  -1.71363  -0.18866  -3.00877
N  -0.88363  0.15884  -1.97257
H  -3.56153  -4.37586  3.18213
H  -5.15263  -3.81736  2.93523
H  -1.65273  -2.95446  3.07833
H  -0.74453  -0.76096  2.36513
H  -4.68883  0.69234  1.72083
H  -5.62803  -1.49626  2.44893
H  -3.83673  -0.17446  -3.45297
H  -1.26443  -0.57656  -3.91307
O  -0.81553  2.80274  -2.74517
C  0.36487  2.65764  -2.91207
O  0.93347  1.53144  -3.17637
H  1.08637  3.50784  -2.85287
O  0.63837  -3.41266  -2.38417
S  1.57017  -2.33146  -2.38817
O  1.17377  -1.28246  -1.34077
O  2.96047  -2.68576  -2.23387
S  1.26177  -1.16146  -3.98837

[2]
ORCA calculation (ωB97M-V with the def2-TZVPD basis set) on an isolated molecule of C6H11NOS.

For the HOMO energy, the calculation gives -8.68 eV. The SMILES is C=C(CC)SCC(N)=O. Its energy above the lowest of the compared OMol25 structures with the same formula, charge and spin is 9.93 kJ/mol. The HOMO-LUMO gap is 9.4 eV. Its spin multiplicity is 1. The calculation puts the max |F| at 0.96 eV/A. The value obtained for the total energy is -20773.2456 eV.

Atoms and positions in Å:
C  0.92210  -2.07755  0.18701
C  -0.59090  -2.24941  0.12020
C  -0.65211  0.50647  0.59838
C  -0.05496  0.26488  1.75424
C  -0.08241  2.07624  -1.29714
C  -0.83198  1.88125  0.01810
N  1.40339  -1.10596  -0.60972
O  1.60510  -2.76917  0.90412
S  -1.46857  -0.73801  -0.38272
H  -0.82753  -2.99146  -0.64906
H  -0.97474  -2.61268  1.07625
H  0.80410  -0.61592  -1.25148
H  0.03318  -0.71282  2.19486
H  0.41396  1.07024  2.29428
H  0.99178  2.03139  -1.13500
H  -0.32941  3.04580  -1.71969
H  -0.36866  1.31552  -2.02100
H  -1.90046  2.03789  -0.15791
H  -0.49209  2.62264  0.74473
H  2.40020  -0.97935  -0.66843

[3]
ORCA calculation (ωB97M-V with the def2-TZVPD basis set) on a cluster of 2 separate species, C9H14 in total in a non-equilibrium geometry.

For the HOMO energy (alpha / beta), the calculation gives -14.33 / -14.34 eV. Its energy above the lowest of the compared OMol25 structures with the same formula, charge and spin is 82.30 kJ/mol. Its net charge is +1. The HOMO-LUMO gap (alpha / beta) is 9.9 / 6.2 eV. Its spin multiplicity is 2. The calculation puts the max |F| at 2.52 eV/A. The value obtained for the total energy is -9550.5883 eV. The expectation value of S² is 0.7675.

Atoms and positions in Å:
C  0.99204  -2.69978  0.79677
C  0.91974  0.43921  2.77915
C  0.83770  1.39931  1.73790
C  0.95606  -0.89970  2.50934
C  0.99292  -1.24027  1.11736
C  0.91957  1.05445  0.34246
C  0.96151  -0.28062  0.08462
H  0.94320  0.73507  3.81964
H  0.60374  2.42316  1.98988
H  0.84607  -1.60008  3.31911
H  1.14847  1.92978  -0.24143
H  -0.05321  -2.94071  0.55894
H  1.39236  -3.33154  1.59434
H  0.88653  -0.67427  -0.92197
H  1.71450  -3.02127  0.03122
C  -1.85002  1.31620  -3.14338
C  -1.68170  0.76450  -1.72683
H  -1.93816  2.41748  -3.06167
H  -0.93492  1.33921  -3.74399
H  -2.68340  0.96033  -3.74301
H  -0.92188  0.01112  -1.66253
H  -2.62615  0.33058  -1.40211
H  -1.42498  1.56785  -1.03380

Question: Which value of max |F| does entry 1 give?
Answer: 4.92 eV/A

Question: The lowest max |F| belongs to which entry?
Answer: C6H11NOS